{"formula": "C37H61ClFN7O7PPtSTe", "method": "the ωB97M-V functional and the def2-TZVPD basis", "homo_ev": [-6.05, -9.31], "gap_ev": [3.058, 5.510], "s_squared": 6.057, "multiplicity": 5, "relative_energy_kcal_mol": 2.2, "total_charge": 1, "total_energy_ha": -4042.6140, "symbols": ["Pt", "C", "C", "N", "C", "C", "C", "O", "O", "C", "O", "C", "C", "C", "F", "C", "C", "C", "N", "C", "C", "N", "C", "C", "H", "H", "H", "H", "H", "H", "H", "H", "H", "H", "H", "H", "H", "H", "H", "H", "H", "H", "Te", "C", "C", "C", "C", "S", "H", "H", "H", "C", "N", "C", "C", "N", "N", "C", "C", "H", "H", "H", "H", "H", "H", "H", "H", "H", "H", "H", "H", "H", "C", "C", "C", "C", "P", "N", "C", "C", "C", "C", "C", "C", "C", "C", "H", "H", "H", "H", "H", "H", "H", "H", "H", "H", "H", "H", "H", "H", "H", "H", "H", "H", "H", "H", "H", "H", "H", "H", "H", "H", "H", "O", "Cl", "O", "O", "O"], "positions_angstrom": [[-0.2818, -1.1062, 1.0751], [-1.2680, 6.6699, 1.8493], [-0.1594, 5.8493, 1.2390], [-0.4640, 4.4748, 0.8842], [-0.2506, 3.5378, 1.8357], [-0.4657, 2.1966, 1.6104], [-0.1280, 1.3149, 2.8004], [0.3719, 1.9587, 3.8237], [-0.3893, 0.0701, 2.7777], [-1.0157, 1.7576, 0.3851], [-1.1137, 0.4872, 0.0000], [-1.1700, 2.7418, -0.6340], [-1.5014, 2.4056, -1.9566], [-1.7048, 3.4060, -2.8583], [-2.0502, 2.9666, -4.0977], [-1.6755, 4.8418, -2.5528], [-1.3084, 5.1207, -1.2313], [-1.0635, 4.1118, -0.3032], [-2.0980, 5.8444, -3.4221], [-1.9079, 5.6625, -4.8596], [-1.3883, 6.9983, -5.5544], [-2.1955, 8.2044, -5.0866], [-3.2608, 7.8883, -4.0372], [-2.6514, 7.0739, -2.9250], [-1.4585, 7.5238, 1.2034], [-1.1725, 6.8848, 2.9503], [-2.1711, 6.0800, 1.6058], [0.7146, 5.8682, 1.9379], [0.2089, 6.3722, 0.3746], [0.1372, 3.8751, 2.8280], [-1.5442, 1.3672, -2.2957], [-1.4207, 6.1799, -0.8717], [-2.7913, 5.2339, -5.3036], [-1.0315, 5.0061, -5.0772], [-1.5520, 6.9000, -6.5874], [-0.3127, 7.1403, -5.2784], [-2.6199, 8.6657, -5.9194], [-1.5063, 8.8824, -4.7100], [-4.1024, 7.3475, -4.5574], [-3.5906, 8.9220, -3.7723], [-3.4356, 6.8482, -2.2138], [-1.8143, 7.6260, -2.3973], [1.8456, 0.8248, 5.3396], [3.3920, 0.6395, 6.7509], [4.2624, -0.4626, 6.7541], [5.1492, -0.5411, 7.8758], [4.8168, 0.5133, 8.7646], [3.7181, 1.6429, 8.1941], [4.2882, -1.0591, 5.8900], [6.0070, -1.2261, 8.0740], [5.2595, 0.7029, 9.7477], [-2.0820, -3.5022, 2.4542], [-1.1879, -2.8842, 3.4356], [-1.7835, -2.5386, 4.7335], [0.2108, -2.9510, 3.2975], [0.7562, -2.2855, 2.3157], [0.9776, -3.7071, 4.1755], [0.3111, -4.8136, 4.8598], [2.4538, -3.6468, 4.2308], [-3.1018, -3.0666, 2.5634], [-2.1869, -4.5939, 2.5238], [-1.6661, -3.2305, 1.4057], [-1.5886, -1.4633, 5.0248], [-1.1636, -3.0593, 5.5127], [-2.8088, -2.8173, 4.6895], [1.7833, -2.2142, 2.2263], [-0.6203, -5.0053, 4.3669], [0.0154, -4.4819, 5.8701], [0.9690, -5.6966, 4.9239], [2.7984, -2.6675, 3.8991], [2.8874, -4.4037, 3.5712], [2.7956, -3.7809, 5.2504], [-1.8539, -3.7032, -4.0168], [-1.5912, -2.7262, -2.8083], [-1.6521, -1.2990, -3.5448], [-2.8156, -2.7485, -1.8447], [-0.0267, -3.0721, -1.7731], [-0.2530, -2.3942, -0.3807], [1.5654, -2.2813, -2.6095], [1.4006, -0.7632, -2.6152], [1.9063, -2.6281, -4.0773], [2.7802, -2.6682, -1.7009], [0.2131, -4.9358, -1.6490], [-1.1120, -5.7106, -1.4569], [1.0349, -5.2772, -0.3212], [0.9632, -5.6075, -2.8761], [-2.8197, -3.4103, -4.4841], [-2.0823, -4.7004, -3.6891], [-1.0513, -3.7187, -4.7320], [-2.6629, -1.1507, -3.9403], [-0.8819, -1.2351, -4.3526], [-1.4483, -0.5142, -2.8173], [-3.7236, -2.8650, -2.4390], [-2.8693, -1.8646, -1.2529], [-2.7701, -3.6057, -1.1379], [0.7281, -0.3478, -3.3279], [2.4030, -0.2503, -2.8532], [1.1480, -0.4239, -1.6172], [1.0778, -2.5225, -4.7728], [2.3053, -3.6181, -4.1982], [2.6569, -1.9017, -4.4408], [2.6280, -2.3641, -0.6701], [3.6962, -2.1034, -1.9751], [3.0467, -3.7409, -1.7999], [-1.4206, -5.4393, -0.4202], [-0.8774, -6.7558, -1.3603], [-1.9767, -5.5698, -2.1746], [0.4544, -5.1511, 0.5723], [2.0287, -4.8400, -0.3258], [1.2599, -6.3539, -0.3247], [2.0194, -5.2896, -2.9563], [0.4080, -5.4082, -3.7904], [0.9319, -6.6809, -2.7325], [5.1228, 0.1014, 2.7632], [3.8989, -0.3345, 2.0617], [3.6300, -1.7856, 2.2672], [2.6562, 0.3979, 2.5841], [4.0193, -0.1628, 0.6124]], "forces_ev_per_a": [[0.2, 1.5, -0.1], [-1.5, -0.7, -0.2], [1.8, 0.3, 0.8], [-0.2, 0.3, 1.4], [0.5, -0.8, 1.0], [0.3, 0.4, 1.9], [0.3, 1.9, 0.2], [-1.1, -1.9, -1.5], [0.5, 0.5, 0.2], [0.9, -1.1, -1.3], [-0.3, -0.4, 0.2], [-0.4, -0.3, 1.1], [0.3, 0.0, -0.1], [-0.5, 2.1, 0.1], [-0.1, 0.6, -0.5], [0.0, -3.2, 0.0], [-0.9, 1.2, 0.6], [0.7, 0.9, -1.2], [0.2, -0.3, -1.8], [1.7, 1.2, 0.3], [-0.3, -1.3, 2.2], [0.5, 0.3, -0.6], [-0.4, 0.9, -1.0], [1.2, 0.1, 0.3], [0.3, 0.7, 0.6], [-0.2, -0.1, -1.4], [0.0, 0.2, 0.9], [-0.6, -0.5, -0.6], [0.2, -0.1, -0.6], [-0.4, -0.4, -1.2], [0.0, 0.5, 0.3], [0.5, -1.3, -0.4], [-0.3, 0.0, -0.7], [-0.9, 0.0, 0.5], [0.2, 0.0, -1.4], [-1.1, 0.1, -0.4], [0.2, -0.4, 0.8], [-0.7, -0.3, 0.0], [1.0, 0.5, 0.5], [-0.1, -1.1, 0.4], [-0.2, 0.1, 0.4], [-1.0, 0.1, -0.3], [0.3, -0.3, 0.0], [0.8, 0.0, 1.1], [0.2, 1.5, 0.9], [-0.9, 1.5, 0.9], [1.7, -1.3, -0.2], [-1.0, -1.0, -1.3], [0.2, -1.1, -0.8], [-1.2, 0.5, -0.3], [0.0, -0.1, -0.5], [0.5, 1.0, -1.8], [-0.1, -0.5, 0.3], [3.2, 0.5, 0.7], [0.7, -0.1, -0.3], [-0.1, -0.5, 0.1], [-0.8, 0.5, -0.3], [0.5, 0.7, 0.9], [-0.9, 0.4, -0.4], [0.8, -0.2, -0.2], [0.2, 0.0, 0.2], [-1.0, -0.6, 1.6], [-0.7, -0.8, -0.8], [-1.4, 0.1, -0.3], [-0.7, -0.1, 0.5], [-0.5, -0.5, 0.0], [-0.3, -0.6, -0.4], [0.4, -0.5, 0.0], [-0.4, 0.4, -0.2], [-0.1, -0.2, 0.0], [0.1, 0.0, 0.1], [-0.1, -0.2, 0.2], [-0.9, 0.3, 1.1], [-1.0, 0.8, -1.5], [1.3, -0.8, 0.8], [0.6, -1.6, -0.1], [0.8, 0.5, -2.0], [-0.2, 0.5, 1.3], [0.3, -0.2, -0.4], [2.0, 0.8, 1.1], [-0.1, 0.2, 0.0], [0.2, 0.1, -0.6], [0.8, -1.2, 0.1], [-1.0, 1.1, 1.0], [0.1, -0.7, -1.7], [-0.2, 1.1, 0.8], [0.8, 0.3, 0.0], [0.3, -0.5, 0.0], [0.3, 0.1, -0.4], [0.2, -0.2, 0.0], [-0.8, -0.1, 0.5], [0.0, 0.0, 0.0], [0.0, 0.1, 0.0], [0.0, 0.8, 0.4], [-0.1, 0.5, -0.5], [-0.7, 0.0, -0.5], [-1.2, -1.0, 0.4], [-0.3, 0.3, 0.2], [-0.4, 0.0, 0.1], [0.2, -0.4, -0.1], [-0.1, -0.4, 0.3], [-0.2, -0.3, 0.3], [-0.6, -0.2, -0.3], [-0.3, 0.6, 0.2], [-0.5, -0.1, -0.8], [0.1, -0.6, -0.3], [1.3, -0.2, 1.0], [-0.1, 0.8, 0.5], [-0.2, 0.5, 0.4], [-0.3, 0.0, -0.3], [-0.6, -0.1, -0.1], [0.2, 0.1, -0.2], [0.1, -0.2, 0.2], [-2.3, -0.7, -0.8], [-0.6, -0.1, -0.7], [0.7, 1.4, 0.3], [2.4, -0.9, -0.7], [-0.1, 0.5, 1.8]]}